# 1
Below is a molecular structure, C38H41ClCsN4O4Sb, with properties calculated with wB97M-V/def2-TZVPD.

Kohn-Sham gap   0.221 Ha
E_HOMO   -2.228 eV
Charge   -2
ΔE to the lowest compared entry with this formula, charge and spin   51.5 kJ/mol
LUMO   3.77 eV

Geometry (Å):
Cs1 -0.55 -0.48 0.33
O1 2.20 -4.54 2.02
C1 2.78 -3.96 2.99
C2 3.93 -4.56 3.61
C3 4.60 -3.98 4.65
C4 4.19 -2.74 5.17
C5 3.09 -2.12 4.61
C6 2.37 -2.68 3.55
C7 1.21 -2.08 2.90
N1 0.45 -1.06 3.11
C8 0.58 -0.13 4.20
C9 1.54 1.03 3.90
N2 1.36 1.68 2.60
C10 0.28 2.25 2.25
C11 -1.01 2.49 2.91
C12 -1.13 2.93 4.23
C13 -2.36 3.28 4.78
C14 -3.50 3.19 3.97
C15 -3.42 2.76 2.66
C16 -2.18 2.36 2.07
O2 -2.10 1.92 0.88
H1 4.26 -5.52 3.20
H2 5.46 -4.47 5.08
H3 4.73 -2.27 5.98
H4 2.80 -1.15 4.99
H5 0.93 -2.66 2.01
H6 0.89 -0.61 5.14
H7 -0.42 0.28 4.37
H8 2.56 0.65 3.89
H9 1.48 1.76 4.72
H10 0.28 2.63 1.22
H11 -0.24 3.02 4.83
H12 -2.43 3.62 5.80
H13 -4.46 3.46 4.38
H14 -4.30 2.68 2.04
Cl1 -4.61 -5.30 -5.39
C17 -3.65 -4.17 -4.46
C18 -3.00 -3.10 -5.12
C19 -2.25 -2.21 -4.41
C20 -2.09 -2.28 -2.97
O3 -1.43 -1.42 -2.35
C21 -2.75 -3.41 -2.34
C22 -2.68 -3.69 -0.92
O4 -2.06 -3.11 -0.05
C23 -3.52 -4.31 -3.11
H15 -3.10 -3.01 -6.19
H16 -1.75 -1.39 -4.91
H17 -3.29 -4.58 -0.64
H18 -4.01 -5.13 -2.60
N3 1.97 -3.27 -0.56
C24 3.26 -2.80 -0.63
C25 4.34 -3.56 -0.23
C26 5.65 -3.09 -0.38
C27 5.92 -1.85 -0.92
C28 4.84 -1.02 -1.29
C29 5.00 0.29 -1.77
C30 3.91 1.07 -2.02
C31 2.63 0.54 -1.78
N4 2.43 -0.69 -1.37
C32 3.50 -1.48 -1.13
H19 1.78 -3.81 0.29
H20 1.31 -2.52 -0.76
H21 4.15 -4.53 0.23
H22 6.47 -3.72 -0.05
H23 6.93 -1.49 -1.04
H24 6.01 0.67 -1.92
H25 4.01 2.09 -2.37
H26 1.75 1.16 -1.92
C33 -2.48 3.77 -4.83
C34 -1.18 3.49 -4.08
Sb1 -1.29 2.60 -2.08
C35 -1.98 4.38 -1.04
C36 -2.64 5.50 -1.84
C37 -3.17 1.57 -2.31
C38 -4.44 2.38 -2.11
H27 -2.29 4.13 -5.85
H28 -3.09 4.51 -4.33
H29 -3.08 2.86 -4.92
H30 -0.60 4.41 -3.97
H31 -0.56 2.81 -4.66
H32 -1.10 4.75 -0.51
H33 -2.64 3.99 -0.27
H34 -1.99 5.86 -2.65
H35 -2.86 6.36 -1.19
H36 -3.58 5.18 -2.28
H37 -3.12 0.76 -1.58
H38 -3.14 1.08 -3.29
H39 -4.44 2.87 -1.14
H40 -5.32 1.73 -2.15
H41 -4.56 3.15 -2.88

Formally, the Löwdin partial charges of the atoms, in units of the elementary charge, are as follows: Cs 1.0679; O -0.1144; C -0.4177; C -0.0490; C -0.1414; C -0.1479; C -0.0743; C -0.1187; C -0.1519; N -0.0716; C -0.2365; C -0.2238; N 0.0402; C -0.1977; C -0.1590; C -0.0811; C -0.1416; C -0.1326; C -0.0365; C -0.4403; O -0.3142; H 0.0922; H 0.0831; H 0.0741; H 0.0718; H 0.0801; H 0.0991; H 0.0946; H 0.0892; H 0.0950; H 0.0980; H 0.0962; H 0.0752; H 0.0847; H 0.0966; Cl 0.5559; C -0.6970; C -0.1381; C -0.0232; C -0.4102; O -0.1730; C -0.1335; C -0.2541; O -0.0856; C -0.1034; H 0.0907; H 0.1020; H 0.1101; H 0.0996; N 0.1424; C -0.2475; C -0.0260; C -0.0952; C -0.0804; C -0.1718; C -0.0334; C -0.0639; C -0.1440; N 0.0964; C -0.1522; H 0.0654; H 0.0256; H 0.1064; H 0.0948; H 0.0930; H 0.1061; H 0.0945; H 0.0612; C -0.2078; C -0.4626; Sb 1.4014; C -0.4417; C -0.2011; C -0.4372; C -0.1837; H 0.0555; H 0.0365; H 0.0531; H 0.0271; H 0.0253; H 0.0370; H 0.0214; H 0.0495; H 0.0597; H 0.0413; H 0.0244; H 0.0401; H 0.0558; H 0.0639; H 0.0427



# 2
Below is a molecular structure, C38H41CuF6N2O4P3S2, with properties calculated with wB97M-V/def2-TZVPD.

Kohn-Sham gap (spin up / spin down)   0.314 / 0.218 Ha
2S+1   2
E_HOMO (spin up / spin down)   -8.016 / -7.968 eV
ΔE to the lowest compared entry with this formula, charge and spin   19.3 kJ/mol
LUMO (spin up / spin down)   0.54 / -2.02 eV

Geometry (Å):
Cu1 1.02 0.56 -0.89
C1 4.11 1.15 0.65
P1 2.40 0.67 1.06
C2 2.70 -0.60 2.34
C3 1.91 2.09 2.11
C4 0.44 2.07 2.52
P2 -0.71 2.52 1.15
C5 -2.29 2.50 2.09
C6 -0.43 4.33 1.08
H1 4.63 1.49 1.55
H2 4.13 1.94 -0.10
H3 4.64 0.30 0.22
H4 3.45 -0.23 3.04
H5 3.05 -1.54 1.90
H6 1.78 -0.81 2.89
H7 2.15 3.00 1.56
H8 2.54 2.08 3.00
H9 0.29 2.74 3.37
H10 0.14 1.07 2.86
H11 -2.19 3.00 3.06
H12 -2.62 1.48 2.25
H13 -3.06 3.01 1.50
H14 -0.64 4.81 2.04
H15 -1.07 4.78 0.32
H16 0.60 4.55 0.80
F1 1.89 1.71 -4.65
C7 3.11 1.18 -4.64
F2 3.98 2.13 -4.29
F3 3.41 0.75 -5.86
S1 3.25 -0.18 -3.42
O1 3.06 0.44 -2.12
O2 4.52 -0.80 -3.67
N1 1.99 -1.01 -3.88
S2 1.26 -2.03 -2.95
O3 1.91 -3.29 -2.75
O4 0.70 -1.41 -1.74
C8 -0.20 -2.37 -4.01
F4 0.14 -3.17 -5.01
F5 -0.73 -1.26 -4.51
F6 -1.12 -2.98 -3.26
C9 -4.81 -2.91 -0.08
C10 -4.49 -1.61 0.31
C11 -3.21 -1.33 0.77
C12 -2.25 -2.34 0.90
C13 -2.58 -3.62 0.48
C14 -3.85 -3.90 -0.01
P3 -0.60 -1.84 1.54
C15 -0.90 -1.64 3.36
C16 -1.96 -0.87 3.84
C17 -2.08 -0.56 5.19
C18 -1.12 -0.99 6.09
C19 -0.06 -1.76 5.63
C20 0.05 -2.07 4.28
C21 0.35 -3.40 1.51
C22 1.45 -3.48 0.66
C23 2.19 -4.65 0.56
C24 1.85 -5.75 1.32
C25 0.75 -5.68 2.18
C26 0.01 -4.52 2.27
H17 -5.80 -3.13 -0.45
H18 -5.21 -0.82 0.23
H19 -2.95 -0.30 0.99
H20 -1.84 -4.42 0.51
H21 -4.08 -4.91 -0.34
H22 -2.73 -0.53 3.17
H23 -2.92 0.02 5.53
H24 -1.20 -0.74 7.14
H25 0.70 -2.11 6.32
H26 0.89 -2.67 3.95
H27 1.71 -2.62 0.04
H28 3.03 -4.69 -0.12
H29 2.42 -6.66 1.25
H30 0.47 -6.54 2.78
H31 -0.84 -4.47 2.94
C27 1.95 5.65 -2.35
C28 2.52 4.54 -1.74
C29 1.81 3.36 -1.65
C30 0.52 3.22 -2.18
C31 -0.05 4.36 -2.77
C32 0.66 5.54 -2.85
N2 -0.05 1.97 -2.01
C33 -1.25 1.56 -2.52
C34 -1.94 2.09 -3.63
C35 -3.13 1.53 -4.05
C36 -3.68 0.43 -3.39
C37 -3.01 -0.11 -2.30
C38 -1.83 0.45 -1.87
H32 2.49 6.58 -2.42
H33 3.52 4.59 -1.33
H34 2.28 2.50 -1.18
H35 -1.07 4.36 -3.14
H36 0.18 6.40 -3.31
H37 -1.53 2.88 -4.24
H38 -3.63 1.94 -4.92
H39 -4.60 -0.01 -3.73
H40 -3.40 -0.98 -1.78
H41 -1.32 0.03 -1.00

Formally, the Löwdin partial charges of the atoms, in units of the elementary charge, are as follows: Cu 0.1030; C -0.2563; P 0.8646; C -0.2459; C -0.4118; C -0.4269; P 0.8860; C -0.2876; C -0.2817; H 0.0498; H 0.0289; H 0.0514; H 0.0523; H 0.0425; H 0.0031; H 0.0678; H 0.0860; H 0.0839; H 0.0526; H 0.0432; H -0.0061; H 0.0396; H 0.0428; H 0.0354; H 0.0226; F 0.1430; C -0.6901; F 0.1377; F 0.1546; S 0.6177; O -0.3452; O -0.2490; N -0.2834; S 0.6228; O -0.2534; O -0.3576; C -0.6889; F 0.1560; F 0.1528; F 0.1380; C -0.0871; C -0.1047; C -0.1496; C -0.3413; C -0.0699; C -0.0726; P 1.1234; C -0.3603; C -0.1076; C -0.0819; C -0.0906; C -0.0785; C -0.1244; C -0.3934; C -0.1050; C -0.0635; C -0.0764; C -0.0773; C -0.1206; H 0.1028; H 0.1103; H 0.0783; H 0.0984; H 0.1048; H 0.0718; H 0.1040; H 0.1009; H 0.1042; H 0.0979; H 0.0719; H 0.1093; H 0.1029; H 0.1031; H 0.1151; C -0.0687; C -0.0647; C -0.0463; C -0.2724; C -0.0141; C -0.0714; N 0.1010; C -0.2522; C -0.0142; C -0.0731; C -0.0608; C -0.0619; C -0.0284; H 0.1048; H 0.1104; H 0.0531; H 0.0950; H 0.1063; H 0.0997; H 0.1060; H 0.1063; H 0.0883; H 0.0694